[1]
Entry from the Open Molecules 2025 dataset: a gas-phase ion, C4H8N3 (charge +1) in a non-equilibrium geometry (wB97M-V/def2-TZVPD).

XYZ file:
```
15
Properties=species:S:1:pos:R:3:nbo_charge:R:1
C -0.895 0.631 0.965 0.023
C 0.359 1.040 0.659 -0.076
C 0.091 -0.699 -0.794 0.172
C 2.237 0.220 -0.672 -0.429
N -1.431 -0.491 0.476 -0.119
N 0.922 0.113 -0.166 -0.296
N -2.656 -0.752 0.360 -0.529
H -1.562 1.304 1.514 0.244
H 0.967 1.852 0.983 0.258
H 0.333 -1.744 -1.101 0.227
H 3.003 -0.263 -0.007 0.249
H 2.381 -0.497 -1.471 0.243
H 2.470 1.217 -0.879 0.242
H -2.833 -1.706 0.427 0.389
H -3.386 -0.226 -0.293 0.403
```

As for the energy: -8736.736 eV. The calculation puts the HOMO energy (spin up / spin down) at -0.4960 / -0.4960 Ha. Its total charge is +1. Its energy above the lowest of the compared OMol25 structures with the same formula, charge and spin is 139.4 kcal/mol. The multiplicity is 1. For the HOMO-LUMO gap (spin up / spin down), the calculation gives 8.749 / 8.749 eV.

[2]
Entry from the Open Molecules 2025 dataset: C7H13NO3S in the gas phase in a non-equilibrium geometry (wB97M-V/def2-TZVPD).

XYZ file:
```
25
Properties=species:S:1:pos:R:3:nbo_charge:R:1
O 2.901 -1.131 0.394 -0.716
C 1.721 -0.526 0.452 0.055
C 0.517 -1.491 0.318 0.043
O 0.438 -1.936 -1.039 -0.712
C -0.739 -0.605 0.723 -0.162
S -2.100 -1.373 -0.338 0.163
C -2.883 0.339 -0.460 -0.554
C -2.103 1.164 0.465 -0.248
N -0.674 0.823 0.729 -0.417
C 0.034 1.082 -0.493 -0.272
C 1.487 0.552 -0.613 0.074
O 2.500 1.525 -0.615 -0.721
H 3.005 -1.584 1.344 0.479
H 1.831 0.017 1.512 0.161
H 0.814 -2.398 0.899 0.182
H 1.304 -2.161 -1.256 0.469
H -0.908 -0.919 1.761 0.210
H -3.777 0.061 -0.019 0.237
H -2.902 1.069 -1.341 0.229
H -1.997 2.248 0.261 0.210
H -2.518 1.112 1.496 0.206
H -0.047 2.210 -0.385 0.225
H -0.609 0.791 -1.423 0.197
H 1.318 -0.076 -1.660 0.178
H 3.383 1.209 -0.710 0.487
```

As for the energy: -25933.566 eV. Its SMILES is O[C@@H]1[C@H](O)[C@@H]2SCCN2C[C@H]1O. The calculation puts the HOMO energy at -0.3102 Ha. Its total charge is 0. Its energy above the lowest of the compared OMol25 structures with the same formula, charge and spin is 111.4 kcal/mol. The multiplicity is 1. For the HOMO-LUMO gap, the calculation gives 8.862 eV.

[3]
Entry from the Open Molecules 2025 dataset: C5H10O in the gas phase in a non-equilibrium geometry (wB97M-V/def2-TZVPD).

XYZ file:
```
16
Properties=species:S:1:pos:R:3:nbo_charge:R:1
O 2.463 -0.504 -0.172 -0.717
C 1.545 0.511 0.153 -0.058
C 0.221 0.113 -0.451 -0.219
C -1.054 0.936 -0.022 -0.402
C -1.829 -0.389 -0.017 -0.398
C -0.481 -1.161 0.107 -0.396
H 3.305 -0.304 0.271 0.469
H 1.831 1.500 -0.247 0.158
H 1.411 0.670 1.263 0.148
H 0.309 0.058 -1.560 0.205
H -1.433 1.709 -0.689 0.203
H -0.910 1.382 0.961 0.197
H -2.583 -0.558 0.772 0.201
H -2.288 -0.575 -0.990 0.201
H -0.324 -2.066 -0.509 0.209
H -0.182 -1.321 1.131 0.199
```

As for the energy: -7393.622 eV. Its SMILES is OCC1CCC1. The calculation puts the HOMO energy at -0.3734 Ha. Its total charge is 0. Its energy above the lowest of the compared OMol25 structures with the same formula, charge and spin is 26.4 kcal/mol. The multiplicity is 1. For the HOMO-LUMO gap, the calculation gives 11.140 eV.